Entry 1:
{
  "formula": "C11H21Br12O4P",
  "method": "the ωB97M-V functional and the def2-TZVPD basis",
  "homo_ha": -0.3426,
  "species": ["C", "O", "C", "C", "C", "P", "O", "C", "C", "O", "C", "O", "H", "H", "H", "H", "H", "H", "H", "H", "H", "H", "H", "H", "H", "H", "H", "H", "H", "C", "Br", "Br", "Br", "H", "C", "Br", "Br", "Br", "H", "C", "Br", "Br", "Br", "H", "C", "Br", "Br", "Br", "H"],
  "coordinates": [[-0.470, -4.379, 1.376], [-0.463, -3.471, 0.262], [0.249, -4.001, -0.879], [1.810, -3.602, -0.668], [1.879, -2.014, -0.747], [3.601, -1.263, -0.534], [4.177, -2.540, 0.491], [3.201, 0.263, -1.620], [1.888, 1.060, -1.184], [2.303, 2.465, -0.963], [1.167, 3.174, -0.486], [0.089, 3.221, -1.087], [-0.600, -5.473, 1.103], [-1.357, -4.058, 2.046], [0.454, -4.285, 2.055], [0.102, -5.131, -0.941], [-0.183, -3.488, -1.810], [2.367, -4.133, -1.514], [2.079, -4.032, 0.355], [1.147, -1.502, -0.039], [1.531, -1.723, -1.804], [4.724, -1.504, -1.418], [3.783, -0.364, 0.593], [3.623, -2.517, 1.300], [3.038, -0.086, -2.705], [4.112, 0.961, -1.612], [1.399, 0.681, -0.229], [1.171, 1.098, -2.072], [1.246, 3.763, 0.494], [1.379, 7.078, -2.308], [-0.292, 6.942, -3.281], [1.195, 8.157, -0.708], [2.127, 5.332, -1.918], [2.085, 7.589, -2.958], [-4.370, -5.376, 3.317], [-3.027, -6.769, 3.189], [-4.235, -4.397, 4.986], [-4.334, -4.190, 1.782], [-5.340, -5.868, 3.315], [-3.567, -0.930, 7.627], [-4.680, -2.513, 7.507], [-2.843, -0.428, 5.901], [-4.500, 0.543, 8.474], [-2.723, -1.182, 8.265], [-2.900, 7.756, -6.115], [-4.032, 6.186, -6.217], [-2.188, 8.245, -7.851], [-3.807, 9.244, -5.264], [-2.051, 7.496, -5.485]],
  "forces_ev_per_a": [[-0.55, 0.46, 1.65], [0.03, -1.51, -0.14], [0.89, 0.63, 0.21], [-1.87, -0.48, -0.33], [-0.11, -0.55, -1.14], [-0.07, 0.69, 0.42], [-0.49, 0.35, 0.15], [-0.67, 0.60, -0.79], [0.81, 0.00, -1.42], [-2.25, 0.39, 1.70], [-2.25, 0.15, -1.18], [2.90, -0.83, 1.71], [0.10, 1.30, 0.02], [1.38, -0.62, -1.17], [-1.02, -0.12, -1.16], [0.24, 1.40, -0.03], [0.62, -0.79, 1.32], [-0.28, 0.95, 1.34], [-0.01, 0.68, -1.58], [1.02, -0.88, -0.71], [0.47, -0.33, 1.48], [-0.68, -0.36, 0.61], [-0.25, -0.33, -0.55], [0.60, -0.17, -0.54], [0.39, 0.50, 1.46], [-1.34, -0.90, 0.05], [0.58, 0.39, -1.22], [0.64, -0.36, 1.56], [0.68, -0.98, -1.22], [0.19, 0.05, -0.03], [0.23, -0.04, 0.25], [-0.01, -0.23, -0.28], [0.28, 1.04, -0.57], [-0.19, -0.10, 0.15], [-0.10, -0.04, 0.02], [-0.18, 0.23, 0.01], [0.05, -0.26, -0.63], [0.01, -0.21, 0.30], [0.24, 0.10, -0.02], [0.11, 0.05, 0.04], [0.09, 0.48, 0.31], [-0.19, -0.11, 0.30], [0.14, -0.29, -0.19], [-0.21, 0.05, -0.15], [0.05, -0.02, 0.06], [0.19, 0.31, 0.00], [-0.16, -0.08, 0.31], [0.16, -0.30, -0.19], [-0.22, 0.10, -0.20]]
}

---

Entry 2:
{
  "formula": "C4H5FN2",
  "method": "the ωB97M-V functional and the def2-TZVPD basis",
  "s2": 2.02,
  "homo_ha": [-0.1647, -0.3812],
  "spin_multiplicity": 3,
  "relative_energy_ev": 1.880,
  "species": ["C", "C", "C", "C", "N", "N", "F", "H", "H", "H", "H", "H"],
  "coordinates": [[0.690, 0.622, 0.698], [0.384, 0.742, -1.451], [-0.065, -0.450, 0.268], [-0.600, -1.509, 1.140], [-0.190, -0.375, -1.066], [0.995, 1.357, -0.416], [-1.769, -1.058, 1.678], [0.979, 0.850, 1.790], [0.492, 0.913, -2.529], [0.572, -1.754, 2.279], [-0.551, -2.510, 0.767], [1.585, 2.187, -0.532]],
  "forces_ev_per_a": [[2.89, 3.59, 5.87], [-0.50, -1.22, -2.76], [-2.30, -3.84, -2.73], [3.47, 0.65, 1.72], [-1.31, -2.27, 1.19], [2.42, 3.82, -0.05], [0.12, -0.73, 0.64], [-0.43, -0.16, -2.35], [0.13, 0.51, 0.77], [-2.91, 0.92, -2.44], [-0.98, -0.40, -0.41], [-0.61, -0.88, 0.55]]
}

---

Entry 3:
{
  "formula": "C15H17IrNO4",
  "method": "the ωB97M-V functional and the def2-TZVPD basis",
  "s2": 6.05,
  "homo_ha": [-0.5323, -0.6829],
  "spin_multiplicity": 5,
  "charge": 3,
  "relative_energy_ev": 0.864,
  "species": ["Ir", "C", "O", "C", "O", "C", "O", "C", "O", "C", "H", "H", "C", "H", "H", "C", "N", "C", "C", "C", "C", "C", "C", "C", "C", "H", "H", "H", "H", "H", "H", "H", "H", "H", "H", "H", "H", "H"],
  "coordinates": [[0.718, 1.657, -1.008], [0.727, 2.387, 0.787], [0.761, 2.866, 1.843], [0.539, 3.432, -1.883], [0.444, 4.467, -2.385], [-0.953, 0.956, -1.727], [-1.934, 0.498, -2.136], [2.653, 1.564, -1.322], [3.785, 1.505, -1.550], [0.730, 0.120, -4.928], [1.669, -0.444, -4.815], [-0.205, -0.439, -4.777], [0.722, 1.414, -5.280], [-0.219, 1.966, -5.427], [1.654, 1.972, -5.457], [-0.416, -0.175, 3.690], [-1.542, -0.574, 2.804], [-2.864, -0.197, 3.361], [-1.324, -0.124, 1.367], [-0.212, -0.934, 0.737], [-0.109, -2.300, 1.078], [0.980, -3.059, 0.646], [1.848, -2.538, -0.312], [1.665, -1.223, -0.753], [0.689, -0.428, -0.199], [-0.357, 0.915, 3.709], [0.506, -0.591, 3.291], [-0.604, -0.574, 4.694], [-1.563, -1.600, 2.788], [-2.970, 0.886, 3.408], [-3.642, -0.619, 2.723], [-2.954, -0.631, 4.363], [-2.278, -0.273, 0.844], [-1.147, 0.954, 1.403], [-0.879, -2.805, 1.673], [1.133, -4.068, 1.036], [2.639, -3.147, -0.751], [2.310, -0.816, -1.534]],
  "forces_ev_per_a": [[-0.25, -1.93, -0.43], [0.30, 2.05, 4.25], [-0.18, -1.85, -3.92], [-0.04, 4.39, -1.90], [0.24, -3.77, 1.78], [-4.51, -1.41, -0.69], [3.21, 1.36, 1.07], [4.99, 0.15, -0.02], [-4.10, 0.15, 0.66], [0.02, -4.14, 0.88], [-0.39, 0.26, -0.08], [0.38, 0.23, -0.08], [0.00, 4.05, -1.29], [0.37, -0.25, 0.02], [-0.37, -0.25, 0.05], [0.14, 0.06, 0.25], [-0.06, -0.35, -0.33], [-0.63, 0.12, 0.19], [0.25, -0.35, 0.40], [-0.87, 3.68, -0.31], [0.65, -4.25, 0.82], [-0.50, 0.04, 0.34], [0.70, -3.95, 1.17], [-0.44, 3.76, -1.38], [0.75, 2.02, -1.24], [-0.07, -0.14, 0.11], [0.05, -0.03, 0.03], [0.10, 0.18, -0.27], [0.17, 0.26, 0.01], [0.11, -0.04, 0.01], [0.05, 0.08, 0.06], [0.05, 0.17, -0.23], [-0.02, -0.21, 0.07], [0.01, -0.23, -0.01], [0.34, 0.08, -0.38], [-0.15, 0.29, -0.26], [-0.21, 0.10, 0.28], [-0.08, -0.35, 0.34]]
}

---

| no. | E (a.u.) |
| --- | --- |
| 1 | -31962.01918 |
| 2 | -364.54269 |
| 3 | -1040.47925 |